(1)
Here is a single C3H7NO2 molecule from the OMol25 dataset. Energies are from the ωB97M-V functional and the def2-TZVPD basis.

Structure (XYZ):
```
13
Properties=species:S:1:pos:R:3:lowdin_charge:R:1
O -1.756 0.380 -0.032 -0.095
C -1.035 -0.750 0.368 -0.271
C 0.154 -1.146 -0.522 -0.131
O 1.367 -0.368 -0.318 -0.062
C 1.325 0.904 0.083 -0.288
N 0.429 1.743 -0.227 0.116
H -1.109 1.076 -0.271 0.011
H -0.671 -0.700 1.417 0.124
H -1.745 -1.584 0.316 0.120
H 0.509 -2.157 -0.275 0.126
H -0.152 -1.126 -1.575 0.128
H 2.153 1.102 0.768 0.139
H 0.530 2.625 0.267 0.081
```

Results
2S+1	1
orbital gap	10.80	eV
E_LUMO	0.86	eV
maximum force	0.0099	Eh/bohr
E_HOMO	-9.943	eV

---

(2)
Here is a single C3H7NO2 molecule from the OMol25 dataset. Energies are from the ωB97M-V functional and the def2-TZVPD basis.

Structure (XYZ):
```
13
Properties=species:S:1:pos:R:3:lowdin_charge:R:1
C 1.864 -0.403 0.161 -0.121
C -0.610 -0.506 0.038 -0.508
C -0.756 0.969 0.375 -0.183
H 1.540 0.682 0.479 0.097
H 2.539 -0.315 -0.848 0.130
H 2.455 -0.897 1.009 0.090
H 0.558 -1.968 -0.654 0.199
H -1.813 1.182 0.147 0.133
H -0.474 1.072 1.449 0.138
H 0.003 2.637 -0.218 0.085
N 0.613 -1.015 -0.122 -0.021
O -1.634 -1.178 -0.093 0.029
O 0.123 1.722 -0.402 -0.068
```

Results
2S+1	1
orbital gap	10.19	eV
E_LUMO	0.68	eV
maximum force	0.0795	Eh/bohr
E_HOMO	-9.515	eV

---

(3)
Here is a single C3H7NO2 molecule from the OMol25 dataset. Energies are from the ωB97M-V functional and the def2-TZVPD basis.

Structure (XYZ):
```
13
Properties=species:S:1:pos:R:3:lowdin_charge:R:1
C -0.384 -0.388 -1.727 -0.037
C -0.084 -0.691 -0.271 -0.461
C 0.211 0.497 0.573 -0.134
H -0.709 -1.284 -2.225 0.077
H 0.479 0.133 -2.189 0.099
H -1.212 0.303 -1.694 0.074
H 0.808 -1.354 -0.162 0.146
H -1.047 -1.485 1.287 0.132
H -0.516 1.334 0.696 0.141
H 0.884 2.304 1.985 0.130
N 1.272 0.465 1.291 -0.024
O -1.216 -1.341 0.301 -0.062
O 1.513 1.506 2.134 -0.081
```

Results
2S+1	1
orbital gap	10.86	eV
E_LUMO	0.85	eV
maximum force	0.0419	Eh/bohr
E_HOMO	-10.013	eV

---

(4)
Here is a single C3H7NO2 molecule from the OMol25 dataset. Energies are from the ωB97M-V functional and the def2-TZVPD basis.

Structure (XYZ):
```
13
Properties=species:S:1:pos:R:3:lowdin_charge:R:1
C -1.439 0.395 0.330 -0.073
C -0.815 -0.332 -0.856 -0.247
O 0.585 -0.146 -0.971 -0.114
C 1.370 -0.652 0.129 -0.595
O 1.413 -1.800 0.479 0.113
N 1.912 0.507 0.525 0.178
H -1.302 1.482 0.275 0.079
H -1.021 0.041 1.278 0.078
H -2.515 0.194 0.347 0.079
H -0.965 -1.408 -0.785 0.118
H -1.235 0.035 -1.798 0.122
H 2.627 0.610 1.237 0.125
H 1.385 1.075 -0.188 0.138
```

Results
2S+1	1
orbital gap	11.39	eV
E_LUMO	0.93	eV
maximum force	0.0522	Eh/bohr
E_HOMO	-10.456	eV